{
  "formula": "C43H54BN8O6PS2",
  "method": "ωB97M-V/def2-TZVPD",
  "charge": 0,
  "smiles": "COCCCCC[C@]1([PH2]=S)OS(=O)(=O)O[C@@H]1B(N)O.c1ccncc1.c1ccncc1.c1ccncc1.c1ccncc1.c1ccncc1.c1ccncc1.c1ccncc1",
  "gap_ha": 0.3344,
  "species": ["C", "O", "C", "C", "C", "C", "C", "C", "P", "S", "O", "S", "O", "O", "O", "C", "B", "N", "O", "H", "H", "H", "H", "H", "H", "H", "H", "H", "H", "H", "H", "H", "H", "H", "H", "H", "H", "H", "N", "C", "C", "C", "C", "C", "H", "H", "H", "H", "H", "N", "C", "C", "C", "C", "C", "H", "H", "H", "H", "H", "N", "C", "C", "C", "C", "C", "H", "H", "H", "H", "H", "N", "C", "C", "C", "C", "C", "H", "H", "H", "H", "H", "N", "C", "C", "C", "C", "C", "H", "H", "H", "H", "H", "N", "C", "C", "C", "C", "C", "H", "H", "H", "H", "H", "N", "C", "C", "C", "C", "C", "H", "H", "H", "H", "H"],
  "positions_angstrom": [[8.48305, 0.63372, 1.77277], [8.48716, -0.13044, 0.57617], [7.28353, 0.12422, -0.15085], [6.36114, -1.14638, -0.23550], [4.92120, -0.67780, 0.14485], [3.86178, -1.80395, 0.02388], [2.44300, -1.17828, -0.17575], [1.60782, -0.93145, 1.11197], [2.09132, -1.75757, 2.73364], [3.86108, -1.32519, 3.41573], [0.33840, -1.61892, 0.78287], [-0.88126, -1.08982, 1.75536], [-1.17271, -1.95000, 2.91447], [-2.09591, -0.96249, 0.93759], [-0.11977, 0.29847, 2.20980], [1.07678, 0.52659, 1.37803], [0.42234, 1.30974, 0.10533], [-0.09728, 0.62070, -1.08694], [0.39578, 2.71907, 0.20173], [7.56000, 0.43956, 2.34848], [9.36226, 0.37319, 2.37937], [8.52458, 1.72639, 1.57830], [6.74768, 0.96545, 0.32900], [7.56460, 0.47023, -1.16477], [6.39299, -1.51014, -1.27385], [6.78445, -1.86461, 0.48097], [4.69180, 0.16852, -0.53346], [4.99193, -0.24378, 1.15513], [4.09472, -2.33469, -0.92029], [3.92404, -2.55728, 0.81980], [1.86010, -1.84702, -0.82825], [2.58488, -0.25574, -0.76393], [1.83652, -3.15751, 2.58667], [1.13988, -1.32601, 3.70588], [1.82263, 1.08438, 1.96780], [0.12246, 1.15001, -1.92853], [-1.10991, 0.58517, -0.98098], [0.40229, 2.91918, 1.14083], [1.29793, 1.96082, -4.41977], [0.29286, 1.23604, -4.92288], [0.43337, 0.33342, -5.96476], [1.69011, 0.17350, -6.52482], [2.74871, 0.91599, -6.02273], [2.50110, 1.78834, -4.97501], [-0.67184, 1.39903, -4.45369], [-0.41412, -0.22883, -6.32878], [1.84157, -0.52028, -7.34078], [3.74444, 0.81918, -6.43436], [3.29813, 2.38678, -4.54735], [-7.63169, -1.94802, -1.12429], [-7.47027, -1.58069, 0.15153], [-6.24994, -1.22639, 0.70396], [-5.12799, -1.25403, -0.10910], [-5.26930, -1.63323, -1.43461], [-6.53507, -1.96745, -1.88920], [-8.37510, -1.57835, 0.74892], [-6.17943, -0.93704, 1.74389], [-4.15563, -0.98451, 0.28541], [-4.41695, -1.66891, -2.10010], [-6.69573, -2.26745, -2.91907], [-8.61259, 2.09332, -2.03818], [-7.59131, 1.30092, -1.69259], [-6.44230, 1.75677, -1.06492], [-6.34003, 3.10988, -0.78218], [-7.38526, 3.95007, -1.13296], [-8.49292, 3.39528, -1.75314], [-7.71462, 0.25803, -1.93722], [-5.65062, 1.07324, -0.80688], [-5.45688, 3.50482, -0.29387], [-7.34309, 5.01219, -0.93008], [-9.33436, 4.01300, -2.04190], [-0.15275, -1.84271, -8.19211], [0.14730, -3.14500, -8.15293], [0.13141, -3.97448, -9.26210], [-0.21922, -3.42704, -10.48573], [-0.53633, -2.07981, -10.55161], [-0.48644, -1.33685, -9.38370], [0.41232, -3.52903, -7.17395], [0.38636, -5.02144, -9.17015], [-0.24490, -4.04225, -11.37651], [-0.81545, -1.61599, -11.48781], [-0.72291, -0.27815, -9.38658], [5.27235, -1.07391, 7.56180], [4.16595, -0.97977, 6.81414], [2.89150, -0.84041, 7.33964], [2.74888, -0.79950, 8.71719], [3.88028, -0.89704, 9.51202], [5.10979, -1.03034, 8.88833], [4.32314, -1.02041, 5.73897], [2.03240, -0.76651, 6.68587], [1.76896, -0.69280, 9.16628], [3.80997, -0.86954, 10.59103], [6.02348, -1.10644, 9.46887], [8.67512, -2.69593, 6.01438], [9.73183, -3.48036, 6.25013], [9.85381, -4.29850, 7.36150], [8.82301, -4.30430, 8.28814], [7.71739, -3.49830, 8.06734], [7.68887, -2.71708, 6.92163], [10.51418, -3.44059, 5.49983], [10.73250, -4.91472, 7.49816], [8.88089, -4.92978, 9.17103], [6.89328, -3.47608, 8.76804], [6.84264, -2.07409, 6.70758], [-10.46777, 6.23500, -1.76183], [-11.54188, 6.40177, -2.53921], [-12.82321, 6.60299, -2.05253], [-13.00684, 6.62991, -0.67959], [-11.90846, 6.45742, 0.14719], [-10.66905, 6.26626, -0.44097], [-11.34983, 6.36974, -3.60574], [-13.65527, 6.73448, -2.73082], [-13.99306, 6.78326, -0.25924], [-12.01102, 6.47113, 1.22378], [-9.78037, 6.12960, 0.16551]],
  "lowdin_charge": [-0.120, -0.199, -0.237, -0.148, -0.242, -0.209, -0.117, -0.506, 0.494, 0.276, -0.240, 0.708, -0.270, -0.262, -0.209, -0.157, -0.481, 0.176, 0.147, 0.089, 0.090, 0.090, 0.104, 0.122, 0.108, 0.122, 0.115, 0.054, 0.115, 0.076, 0.131, 0.118, 0.029, 0.003, 0.155, 0.062, 0.081, 0.092, 0.044, -0.163, -0.075, -0.082, -0.074, -0.163, 0.099, 0.082, 0.088, 0.100, 0.100, 0.046, -0.155, -0.070, -0.095, -0.070, -0.169, 0.106, 0.106, 0.074, 0.105, 0.106, 0.063, -0.141, -0.066, -0.081, -0.079, -0.155, 0.075, 0.075, 0.102, 0.096, 0.077, 0.044, -0.143, -0.070, -0.077, -0.069, -0.143, 0.107, 0.103, 0.107, 0.103, 0.108, 0.041, -0.157, -0.066, -0.080, -0.073, -0.150, -0.024, 0.097, 0.105, 0.101, 0.105, 0.055, -0.165, -0.086, -0.090, -0.077, -0.147, 0.098, 0.097, 0.101, 0.090, 0.065, 0.047, -0.149, -0.074, -0.081, -0.072, -0.155, 0.104, 0.101, 0.105, 0.101, 0.100]
}



{
  "formula": "C43H54BaN6O3S3",
  "method": "ωB97M-V/def2-TZVPD",
  "charge": 0,
  "de_lowest_kcal_mol": 2.1,
  "gap_ha": 0.2686,
  "species": ["Ba", "C", "C", "C", "C", "C", "C", "C", "C", "N", "C", "C", "C", "C", "N", "C", "C", "C", "C", "C", "C", "C", "C", "H", "H", "H", "H", "H", "H", "H", "H", "H", "H", "H", "H", "H", "H", "H", "H", "H", "H", "H", "H", "H", "H", "H", "H", "C", "N", "C", "C", "C", "C", "C", "N", "C", "C", "C", "C", "C", "C", "H", "H", "H", "H", "H", "H", "H", "H", "H", "H", "H", "C", "N", "C", "N", "S", "H", "H", "H", "H", "H", "H", "C", "C", "C", "C", "C", "C", "C", "S", "O", "O", "O", "H", "H", "H", "H", "H", "H", "H", "C", "S", "C", "H", "H", "H", "H", "H", "H"],
  "positions_angstrom": [[1.02037, 0.39660, 0.61247], [4.35470, 2.70357, -0.41452], [4.32624, 1.40952, -1.18372], [5.43580, 0.57408, -1.23425], [5.39817, -0.61895, -1.93746], [4.24231, -0.99359, -2.60245], [3.10723, -0.19387, -2.56805], [1.82687, -0.63267, -3.22938], [3.17418, 1.01036, -1.86341], [1.96809, 1.76082, -1.72112], [1.62782, 2.63593, -2.56707], [2.44134, 3.07137, -3.75139], [0.24952, 3.23830, -2.42975], [0.08672, 4.70223, -2.73004], [-0.68115, 2.43022, -2.13749], [-2.03765, 2.84153, -2.17135], [-2.70809, 3.15359, -0.98591], [-1.99189, 3.09096, 0.33227], [-4.05260, 3.49824, -1.05907], [-4.72635, 3.50870, -2.27154], [-4.05292, 3.15871, -3.43029], [-2.70448, 2.81794, -3.39996], [-1.98350, 2.42106, -4.66157], [5.27063, 2.77674, 0.16996], [3.51127, 2.78678, 0.27511], [4.31325, 3.56641, -1.08602], [6.32982, 0.85510, -0.69083], [6.26384, -1.26830, -1.94442], [4.20518, -1.93515, -3.13891], [2.00508, -1.50039, -3.86324], [1.38197, 0.15520, -3.84132], [1.07151, -0.93055, -2.49305], [3.40241, 2.56168, -3.77619], [2.60516, 4.14983, -3.72250], [1.89382, 2.85292, -4.67321], [0.85956, 5.27902, -2.21695], [-0.89389, 5.05201, -2.41686], [0.19443, 4.88960, -3.80129], [-1.09204, 3.71062, 0.35236], [-1.68972, 2.06391, 0.54597], [-2.64970, 3.41897, 1.13664], [-4.57752, 3.75009, -0.14377], [-5.77616, 3.77201, -2.30922], [-4.57805, 3.13668, -4.37847], [-2.69406, 2.08254, -5.41493], [-1.27159, 1.61473, -4.47248], [-1.42600, 3.26181, -5.08626], [-2.07819, -0.71763, -1.76750], [-1.61315, -0.57170, -0.38323], [-2.27477, -1.09258, 0.58181], [-1.89521, -1.09569, 1.97180], [-2.61642, -1.75780, 2.97129], [-1.91011, -1.56341, 4.16364], [-0.80291, -0.78616, 3.81765], [-0.77949, -0.48937, 2.50254], [-3.49728, -1.18577, -1.95637], [-3.78213, -2.52678, -2.19304], [-5.09543, -2.95832, -2.33218], [-6.13844, -2.04742, -2.23653], [-5.86266, -0.70550, -2.00528], [-4.54979, -0.27892, -1.86586], [-1.39753, -1.41629, -2.26498], [-1.94161, 0.24605, -2.25219], [-3.21884, -1.61331, 0.38822], [-3.53293, -2.31372, 2.82872], [-2.15649, -1.93670, 5.14658], [-0.00662, -0.45414, 4.47475], [-2.96597, -3.23780, -2.27302], [-5.30361, -4.00542, -2.51744], [-7.16321, -2.38104, -2.34555], [-6.67339, 0.01071, -1.93607], [-4.33309, 0.77043, -1.68870], [-1.32393, 3.09984, 3.83629], [-0.07913, 2.51959, 4.30662], [1.04999, 2.44950, 3.59854], [2.05031, 1.72294, 4.13586], [1.27679, 3.24537, 2.11266], [-1.88432, 3.47309, 4.69100], [-1.91508, 2.34810, 3.30922], [-1.09761, 3.92116, 3.16517], [-0.16375, 1.89004, 5.08778], [1.84349, 1.09136, 4.89471], [2.77408, 1.41884, 3.50358], [1.17253, -5.06273, 5.88911], [1.79170, -4.17576, 4.84362], [1.81728, -4.56149, 3.50660], [2.33381, -3.72351, 2.53132], [2.82915, -2.47890, 2.89132], [2.83523, -2.08718, 4.22144], [2.31995, -2.93493, 5.18740], [3.46628, -1.39205, 1.64390], [4.86087, -1.66733, 1.46610], [2.60854, -1.63713, 0.46415], [3.14792, -0.02705, 2.12699], [1.26227, -6.11460, 5.61838], [0.10856, -4.83668, 5.99522], [1.64211, -4.91651, 6.86224], [1.41667, -5.52816, 3.22284], [2.33651, -4.01801, 1.48897], [3.24010, -1.11937, 4.48953], [2.31906, -2.62778, 6.22731], [1.84769, -4.21119, -1.43010], [0.09485, -3.81716, -1.61391], [-0.40362, -3.82785, 0.11973], [1.96522, -5.15078, -0.88798], [2.37600, -3.40883, -0.91949], [2.25644, -4.33898, -2.43244], [-0.21586, -4.80859, 0.56026], [-1.47157, -3.62360, 0.15944], [0.12078, -3.06231, 0.69241]],
  "lowdin_charge": [1.733, -0.025, -0.218, -0.035, -0.064, -0.039, -0.221, -0.019, -0.272, 0.036, -0.271, 0.011, -0.264, 0.005, 0.175, -0.231, -0.210, -0.048, -0.051, -0.090, -0.051, -0.218, -0.030, 0.085, 0.026, 0.084, 0.117, 0.109, 0.113, 0.085, 0.075, 0.053, 0.090, 0.088, 0.099, 0.095, 0.089, 0.089, 0.052, 0.048, 0.076, 0.112, 0.103, 0.112, 0.081, 0.072, 0.079, -0.190, -0.037, -0.164, -0.382, -0.076, -0.117, -0.240, -0.106, -0.233, -0.043, -0.083, -0.096, -0.078, -0.028, 0.074, 0.082, 0.128, 0.096, 0.078, 0.072, 0.099, 0.101, 0.098, 0.101, 0.097, -0.084, -0.040, -0.893, 0.112, 0.554, 0.088, 0.082, 0.048, 0.130, 0.100, 0.052, -0.048, -0.267, -0.025, -0.047, -0.265, -0.059, -0.039, 0.425, -0.269, -0.552, -0.543, 0.077, 0.084, 0.076, 0.115, 0.098, 0.107, 0.113, -0.413, 0.749, -0.405, 0.036, 0.001, 0.028, 0.040, 0.022, 0.019]
}



Calculated E_LUMO, 0.092 0.218 eV (same order as the records).